(1)
# C24H47BClF7O16S2Si2

A molecular structure, C24H47BClF7O16S2Si2 (ωB97M-V/def2-TZVPD, OMol25).

Properties
LUMO level = -0.76 eV
HOMO = -8.7 eV
2S+1 = 1
gap between HOMO and LUMO = 0.2929 Ha

Each line ends with the Löwdin charge.
Geometry (Å):
Cl  3.3574  0.9523  -2.1954  0.50
S  0.6145  -0.9932  -1.4293  0.58
S  0.6960  4.2868  -2.1783  0.74
Si  1.5427  0.2437  -3.0102  0.18
Si  0.9588  2.9607  -3.8853  0.58
F  3.0479  3.8372  -0.7890  0.05
F  -0.8913  3.6401  1.1333  0.12
F  2.5604  4.9646  1.3303  0.09
F  0.8278  6.0263  0.3485  0.11
F  -0.0523  5.1137  2.6028  0.09
F  1.2971  2.4990  -0.2532  0.00
F  0.9365  3.0969  2.5026  0.09
O  5.7610  3.4860  -2.1626  0.08
O  3.6385  4.9756  -3.5070  0.13
O  -0.4450  2.8637  -6.4212  0.07
O  0.1502  -1.0287  7.6994  -0.21
O  0.1804  -2.3430  -1.9381  -0.40
O  0.1073  1.5851  6.0311  -0.20
O  -3.9222  -4.9748  -1.4978  -0.13
O  0.8336  5.7460  -2.5851  -0.32
O  5.1300  3.5262  -4.4599  0.02
O  -0.5713  -0.2162  -0.8885  -0.41
O  0.3753  1.4121  -3.4307  -0.31
O  -0.7741  4.1415  -1.7908  -0.34
O  -3.1048  -3.2015  0.8345  -0.20
O  0.1065  -1.1181  4.6320  -0.13
O  -1.2268  4.7379  -4.8783  -0.03
O  -3.6525  -6.2181  1.2959  -0.21
C  -3.1600  -6.7511  0.0717  -0.19
C  1.2218  -1.1563  5.5240  -0.18
C  1.8215  -1.0948  0.0029  -0.17
C  0.3228  4.0788  1.6950  -0.32
C  1.6485  3.8399  -0.6480  -0.35
C  -4.7657  -4.2128  -0.6334  -0.18
C  -1.0185  -0.3325  5.0298  -0.17
C  -3.0345  2.9899  -4.3297  -0.08
C  1.8231  -0.9949  -4.4725  -0.30
C  2.6178  3.0508  -4.8003  -0.14
C  -2.6445  4.4280  -4.9082  -0.21
C  1.0581  2.5366  5.5949  -0.11
C  -0.7895  1.1760  5.0008  -0.18
C  -4.1426  -2.9258  -0.1004  -0.18
C  3.7655  3.9388  -4.1580  -0.39
C  6.7282  1.7215  -3.5403  0.00
C  5.7910  3.0194  -3.3092  -0.43
C  0.9503  -1.8502  6.8572  -0.19
C  -1.9624  -2.3840  0.6557  -0.12
C  3.1996  -1.7847  -4.1929  -0.17
C  1.3238  4.7514  0.6481  -0.23
C  -4.6949  -6.9878  1.8633  -0.11
C  -0.7844  -1.7589  8.4710  -0.11
C  -2.8014  -5.6302  -0.9019  -0.17
B  -0.4065  3.6110  -5.1753  -0.52
H  1.9888  -1.7359  5.0013  0.12
H  7.8174  2.0323  -3.3500  0.10
H  -2.1526  -1.3823  1.0571  0.09
H  -1.0070  2.0650  -6.3392  0.10
H  0.9679  -1.7619  -4.3710  0.09
H  -5.1630  -4.8323  0.1707  0.11
H  6.4053  0.8593  -2.8744  0.08
H  -3.1509  5.1984  -4.2160  0.14
H  -5.6272  -3.9296  -1.2468  0.12
H  -1.7419  1.6877  5.1771  0.13
H  -5.4445  -7.2582  1.1130  0.08
H  -3.8962  -7.4122  -0.3977  0.12
H  -1.4054  -0.6640  5.9932  0.11
H  3.1103  2.0372  -5.0534  0.10
H  -5.1855  -6.3808  2.6257  0.09
H  -2.9536  2.1380  -5.1000  0.08
H  -3.7710  -2.3309  -0.9412  0.13
H  0.5905  3.5247  5.5145  0.09
H  -1.1315  -2.8376  1.2013  0.09
H  -1.6790  -2.3169  -0.3962  0.04
H  6.6832  1.4684  -4.6622  0.09
H  3.0861  -2.8369  -4.6177  0.09
H  -2.2609  -7.3322  0.3055  0.12
H  -0.4159  1.4635  4.0130  0.11
H  3.2727  -1.9183  -3.0524  0.05
H  1.7587  -0.4935  -5.4909  0.08
H  -2.5190  2.7328  -3.3362  0.09
H  1.4981  2.2515  4.6346  0.07
H  1.3369  -1.6723  0.8543  0.08
H  -1.8014  -0.5584  4.2989  0.13
H  1.6370  -0.1585  5.6679  0.11
H  -3.1087  4.6271  -5.9455  0.14
H  -1.3164  -2.4952  7.8606  0.09
H  1.8990  -2.0263  7.3763  0.12
H  -0.2795  -2.2546  9.3054  0.09
H  -2.2548  -6.0807  -1.7358  0.13
H  -4.2871  -7.8887  2.3311  0.09
H  2.7701  -1.5841  -0.4012  0.06
H  -1.5187  -1.0552  8.8657  0.09
H  0.4666  -2.8143  6.6678  0.12
H  -2.1251  -4.9053  -0.4485  0.11
H  4.1025  -1.2257  -4.5940  0.08
H  -4.9092  -2.3465  0.4262  0.12
H  2.4300  3.5187  -5.8415  0.13
H  2.0344  -0.0180  0.3353  0.06
H  1.8603  2.5786  6.3342  0.09
H  -4.1581  3.0441  -4.0725  0.10

---

(2)
# C24H32AsClCuN3O5S3

A molecular structure, C24H32AsClCuN3O5S3 (ωB97M-V/def2-TZVPD, OMol25).

Properties
charge = -1
LUMO level (spin up / spin down) = 1.64 / 1.63 eV
HOMO (spin up / spin down) = -3.5 / -3.8 eV
2S+1 = 2
<S²> = 0.7590
energy relative to the best compared isomer or geometry (same formula, charge and spin) = 14.85 kJ/mol
gap between HOMO and LUMO (spin up / spin down) = 0.1885 / 0.2000 Ha

Each line ends with the Löwdin spin population.
Geometry (Å):
As  0.2597  2.9554  -0.9590  0.00
Cu  -0.2484  -0.1971  0.4579  0.52
Cl  -3.4769  -2.4980  1.8884  0.00
S  -2.6773  -5.3502  -5.4030  0.00
S  0.7736  0.9020  2.2053  0.13
S  1.8666  -0.9096  -0.2578  0.09
O  -2.4962  -5.9144  -1.5750  0.00
O  -1.7057  -5.9122  -6.3076  0.00
O  -3.7050  -4.4738  -5.9133  0.00
O  -1.6419  -5.7507  0.4044  0.00
O  -0.5720  1.5608  -1.2399  0.00
N  -0.9892  -1.8287  -0.6659  0.04
N  -1.9550  -5.2772  -0.6691  0.00
N  -2.0098  -3.2191  -2.0426  0.00
C  -3.2306  -0.1577  0.4891  0.02
C  2.9599  -0.2103  0.9181  0.01
C  4.3411  -0.3998  0.7877  0.00
C  -4.3184  -7.4986  -5.4920  0.00
C  -2.7245  -3.6872  -3.2190  0.00
C  0.0845  4.1348  -2.4778  0.00
C  -1.0304  -3.0403  -0.0667  0.00
C  -4.8961  -1.8051  -0.2837  0.00
C  -3.4635  -6.6847  -4.5313  0.00
C  -1.6614  -3.9164  -0.8988  0.00
C  2.1444  2.7557  -0.6971  0.00
C  -1.7982  -4.4841  -4.1294  0.00
C  -0.4378  3.9465  0.5311  0.00
C  2.4874  0.5782  1.9884  0.01
C  -3.7027  0.6687  -0.5601  0.02
C  -1.5661  -1.9551  -1.8556  0.00
C  4.7760  0.9188  2.7438  0.00
C  -4.7122  0.2879  -1.4187  0.00
C  3.4123  1.1233  2.8854  0.01
C  -3.8991  -1.3935  0.5878  0.02
C  5.2448  0.1512  1.6825  0.00
C  -1.6694  -0.8925  -2.8842  0.00
C  -5.3148  -0.9663  -1.3063  0.03
C  -2.1271  0.2452  1.3285  0.08
H  -5.0924  -6.8784  -5.9432  0.00
H  6.3080  -0.0182  1.5499  0.00
H  0.5546  3.6626  -3.3385  0.00
H  -2.0277  1.3247  1.4178  0.00
H  -2.0782  -0.2490  2.2926  0.00
H  -2.6668  -7.2771  -4.0787  0.00
H  5.4666  1.3549  3.4573  0.00
H  -4.7998  -8.3093  -4.9459  0.00
H  -1.1241  -1.1874  -3.7861  0.00
H  -1.4622  4.2392  0.3092  0.00
H  2.5086  2.0444  -1.4348  0.00
H  -1.0975  -3.8403  -4.6640  0.00
H  -1.2276  -5.2265  -3.5693  0.00
H  -3.2083  1.6226  -0.6933  0.00
H  -2.7092  -0.7045  -3.1488  0.00
H  0.1760  4.8335  0.6935  0.00
H  -6.1021  -1.2743  -1.9833  0.00
H  -5.0267  0.9692  -2.2028  0.00
H  4.6973  -0.9992  -0.0436  0.00
H  -3.7094  -7.9295  -6.2860  0.00
H  -4.0578  -6.2417  -3.7302  0.00
H  2.6259  3.7284  -0.8160  0.00
H  3.0364  1.7203  3.7094  0.00
H  -0.6215  -3.2176  0.9141  0.00
H  -3.1151  -2.8169  -3.7342  0.00
H  -1.2329  0.0243  -2.4850  0.00
H  -0.3963  3.2960  1.4051  0.00
H  -5.3493  -2.7782  -0.1336  0.00
H  0.5651  5.0928  -2.2753  0.00
H  -3.5697  -4.2852  -2.8918  0.00
H  2.3343  2.3516  0.2949  0.00
H  -0.9727  4.2866  -2.6853  0.00

---

(3)
# C3H2O2Pd

A molecular structure, C3H2O2Pd (ωB97M-V/def2-TZVPD, OMol25).

Properties
LUMO level (spin up / spin down) = -0.53 / -0.98 eV
HOMO (spin up / spin down) = -7.5 / -8.8 eV
2S+1 = 3
<S²> = 2.0128
energy relative to the best compared isomer or geometry (same formula, charge and spin) = 107.90 kJ/mol
gap between HOMO and LUMO (spin up / spin down) = 0.2568 / 0.2874 Ha

Each line ends with the Löwdin spin population.
Geometry (Å):
Pd  1.2565  1.3130  -0.1024  0.65
O  -0.4835  1.5601  0.0410  0.20
O  1.0661  -0.3785  -0.4549  0.19
C  -1.0038  0.3537  0.0610  0.02
C  2.0415  -0.5276  0.4896  0.89
C  -0.2525  -0.7661  -0.1228  0.05
H  -2.0770  0.2566  0.2744  0.00
H  -0.5475  -1.8111  -0.1857  0.00

---

(4)
# C14H23N2PTi

A molecular structure, C14H23N2PTi (ωB97M-V/def2-TZVPD, OMol25).

Properties
LUMO level (spin up / spin down) = -0.43 / -0.59 eV
HOMO (spin up / spin down) = -6.8 / -7.2 eV
2S+1 = 3
<S²> = 2.0116
gap between HOMO and LUMO (spin up / spin down) = 0.2358 / 0.2416 Ha

Each line ends with the Löwdin spin population.
Geometry (Å):
Ti  -0.9090  0.5791  2.1827  1.65
P  -2.2775  -0.8012  0.9671  0.08
N  1.0834  1.1570  -2.4367  0.00
N  -0.8958  3.4736  0.6084  0.07
C  1.6115  -1.9687  1.9020  0.01
C  2.0987  1.8715  -0.1469  0.00
C  2.8529  -1.4727  1.5204  0.01
C  0.4741  -1.2253  1.5526  0.02
C  -0.8882  -1.8197  1.8400  0.04
C  -3.8552  -1.3509  1.6963  0.01
C  2.0291  1.9285  -1.6923  0.00
C  1.3203  -0.2237  -2.7251  0.00
C  -0.0377  1.8062  -3.0528  0.00
C  -0.8992  2.3974  1.0957  0.01
C  2.9712  -0.2908  0.7869  0.00
C  1.8490  0.5281  0.5106  0.01
C  0.6048  0.0508  0.9388  -0.02
C  -2.2707  -1.6504  -0.6540  0.01
H  -2.7675  -2.6395  -0.5792  0.00
H  -4.6808  -0.9395  1.0972  0.00
H  1.8234  -0.3601  -3.7030  0.00
H  1.9409  -0.6501  -1.9302  0.00
H  -1.0703  -2.8030  1.3943  0.00
H  -3.9235  -2.4474  1.7244  0.00
H  3.9611  0.0087  0.4161  0.00
H  -1.1165  -1.8624  2.9243  0.01
H  3.1409  2.1819  0.0675  0.00
H  -0.1393  2.8111  -2.6223  0.00
H  -2.8006  -1.0300  -1.3929  0.00
H  3.0221  1.6372  -2.0573  0.00
H  -2.6925  1.1038  2.4607  0.03
H  -2.3054  1.6743  2.7769  0.05
H  1.8389  2.9770  -1.9576  0.00
H  1.4689  -2.8751  2.4995  0.00
H  0.3609  -0.7715  -2.7311  0.00
H  -3.9613  -0.9479  2.7112  0.00
H  -1.2406  -1.7992  -1.0177  0.00
H  0.0663  1.8819  -4.1552  0.00
H  -0.9712  1.2510  -2.8525  0.00
H  3.7428  -2.0417  1.7721  0.00
H  1.4413  2.6516  0.2615  0.00

---

(5)
# CH5N3O3

CH5N3O3 in the gas phase (ωB97M-V/def2-TZVPD, OMol25).

Properties
LUMO level = 0.99 eV
HOMO = -9.2 eV
2S+1 = 1
SMILES = [H]/N=[N+](\[O-])ONOC
energy relative to the best compared isomer or geometry (same formula, charge and spin) = 561.17 kJ/mol
gap between HOMO and LUMO = 0.3738 Ha

Each line ends with the Löwdin charge.
Geometry (Å):
O  1.1590  -0.9629  0.5279  -0.05
O  0.0857  0.5185  -0.7930  -0.16
O  3.0474  -1.1839  -0.8405  0.08
N  2.1703  -1.8122  -0.3701  -0.37
N  1.1279  0.2868  0.1195  -0.14
N  1.7500  -2.9360  -0.4224  0.17
C  -1.0611  1.1125  -0.1044  -0.06
H  -0.8087  1.9386  0.6984  0.12
H  -1.5320  0.3134  0.3290  0.05
H  1.1919  1.1011  0.8128  0.18
H  -1.5976  1.5329  -0.9256  0.08
H  2.3167  -3.6058  -0.9388  0.10

---

(6)
# C6H4O2S

C6H4O2S in the gas phase (ωB97M-V/def2-TZVPD, OMol25).

Properties
LUMO level = -0.54 eV
HOMO = -8.5 eV
2S+1 = 1
energy relative to the best compared isomer or geometry (same formula, charge and spin) = 147.80 kJ/mol
gap between HOMO and LUMO = 0.2935 Ha

Each line ends with the Löwdin charge.
Geometry (Å):
S  -0.9010  2.1670  0.0836  0.99
O  -2.8706  0.5029  0.0962  0.04
O  -1.5525  -2.9671  -0.2837  0.26
C  0.7032  -0.4488  0.3849  -0.12
C  -1.6822  0.4904  0.0923  -0.64
C  -1.2823  -1.8755  -0.0666  -0.11
C  -0.8265  -0.6869  0.1524  -0.17
C  0.7520  2.0808  -0.2983  -0.35
C  1.4088  0.7315  -0.4156  -0.31
H  1.4007  -1.2348  0.2708  0.09
H  0.9345  0.1096  1.4001  0.15
H  2.3599  0.7628  -0.0186  0.07
H  1.5560  0.3683  -1.3976  0.10

---

| no. | calculated total energy (eV) |
| --- | --- |
| 1 | -128053.3710 |
| 2 | -190621.5943 |
| 3 | -10708.4139 |
| 4 | -50270.0875 |
| 5 | -11722.9170 |
| 6 | -21212.7569 |